Record 1
Formula: C23H28As2N4O2S2Tb
Source: the OMol25 dataset
Level of theory: the ωB97M-V functional and the def2-TZVPD basis

Multiplicity = 7
Largest force on an atom = 13.48 eV Å⁻¹
Energy relative to the best compared isomer or geometry (same formula, charge and spin) = 1321.2 kJ/mol
LUMO level (alpha / beta) = -3.315 / -3.243 eV
Calculated total energy = -200121.750 eV
Net charge = +1
Molar mass = 765.406 g/mol
⟨S²⟩ = 12.77

Each line ends with the Löwdin charge.
CARTESIAN COORDINATES (ANGSTROEM)
C  -1.511  -0.023  -2.584  -0.277
S  -0.361  -0.053  -4.874  1.135
H  4.931  1.327  -0.546  0.119
C  -3.941  -0.042  -1.799  -0.329
H  -2.757  -0.076  -4.435  0.081
C  -3.436  0.006  0.562  -0.689
C  3.801  0.572  4.779  -0.070
H  -4.286  -0.332  2.371  0.116
H  4.077  0.715  5.816  0.113
H  2.794  4.633  -1.515  0.126
O  0.617  4.372  -0.334  0.034
H  3.922  -2.272  0.565  0.048
C  3.093  0.207  2.062  -0.279
H  -4.435  -0.061  -2.758  0.081
H  -2.586  -0.211  2.356  0.039
H  4.569  0.070  -1.788  0.052
N  -2.327  0.000  -0.128  -0.085
C  4.779  0.572  3.801  -0.070
H  0.565  -2.272  3.922  0.047
H  3.694  -0.221  -2.004  0.100
H  4.866  3.868  -2.639  0.121
O  0.000  2.220  0.000  -0.193
H  2.356  -0.209  -2.584  0.045
C  2.993  3.568  -1.623  0.005
As  0.071  0.000  2.811  1.077
H  1.624  0.550  -0.881  -0.110
C  4.162  3.136  -2.257  -0.027
N  -0.128  0.000  -2.326  -0.069
As  2.811  0.000  0.071  1.115
C  0.036  -1.963  2.998  -0.327
Tb  0.000  0.000  0.000  1.168
H  -1.788  0.070  4.569  0.028
C  2.337  1.276  -1.268  -0.391
C  0.563  0.000  -3.435  -0.656
C  2.468  0.396  4.432  -0.115
H  2.372  -0.340  -4.283  0.136
C  4.416  1.773  -2.395  -0.077
H  5.323  1.437  -2.887  0.151
H  0.000  -2.072  0.000  -0.139
H  -1.018  -2.307  3.044  0.038
H  2.124  -2.432  0.524  -0.021
H  1.763  0.416  5.240  0.077
H  0.524  -2.432  2.124  -0.035
N  -3.463  0.024  1.904  0.121
C  3.504  0.842  -1.901  -0.472
C  -1.798  -0.053  -3.940  -0.326
H  5.240  0.416  1.762  0.078
H  3.044  -2.307  -1.018  0.046
H  5.816  0.715  4.077  0.112
C  -2.584  -0.020  -1.512  -0.285
C  -0.698  0.274  4.616  -0.293
H  5.362  -0.419  -0.258  0.113
C  4.616  0.274  -0.698  -0.195
N  1.904  0.021  -3.462  0.108
C  0.794  3.116  -0.430  -0.550
H  -0.546  1.327  4.931  0.047
C  2.062  0.207  3.093  -0.339
S  -4.875  -0.038  -0.362  1.129
C  2.998  -1.963  0.036  -0.246
C  4.431  0.396  2.468  -0.109
C  2.062  2.646  -1.118  -0.075
H  -0.258  -0.419  5.362  0.043

Record 2
Formula: C20H26AsNO4PS7Tc
Source: the OMol25 dataset
Level of theory: the ωB97M-V functional and the def2-TZVPD basis

Largest force on an atom = 0.20 eV Å⁻¹
Energy relative to the best compared isomer or geometry (same formula, charge and spin) = 12.0 kJ/mol
LUMO level (alpha / beta) = -2.061 / -2.060 eV
Calculated total energy = -179020.696 eV
Net charge = 0
Molar mass = 772.796 g/mol

Each line ends with the Löwdin charge.
CARTESIAN COORDINATES (ANGSTROEM)
S  3.395  0.011  -4.729  -0.068
C  -0.792  0.306  -4.057  -0.011
C  -0.397  3.154  -2.999  -0.019
H  -4.200  1.985  -2.680  0.095
H  -5.881  1.153  0.563  0.077
H  -1.176  -2.185  -1.209  0.071
C  0.141  4.461  -1.059  -0.062
C  0.238  3.311  -0.293  -0.128
P  -2.644  0.613  0.851  0.273
H  -3.315  2.155  3.930  0.097
C  -4.380  0.918  -2.544  -0.013
H  0.492  3.376  0.757  0.107
H  -1.577  -2.941  -3.543  0.112
O  -3.389  1.144  -0.423  -0.130
S  0.850  -1.911  0.435  0.502
H  -5.654  2.425  -0.649  0.094
S  1.882  -2.669  3.152  0.575
H  -5.717  -0.613  3.205  0.089
H  -3.821  -1.416  -1.211  0.075
C  -0.313  1.995  -2.228  -0.203
As  2.957  -0.784  -2.921  0.277
H  -0.651  3.095  -4.050  0.108
S  2.046  0.888  -0.370  0.200
H  -4.856  -1.138  0.199  0.082
C  -0.603  0.657  -2.724  -0.243
H  -0.663  1.049  -4.831  0.115
C  1.173  -1.640  2.121  -1.772
H  -5.575  -1.259  -1.410  0.097
O  -1.930  -0.714  0.598  -0.407
S  0.497  -0.068  2.508  0.569
H  -6.692  1.034  -1.009  0.093
C  -1.292  -1.918  -3.345  -0.041
C  -0.170  4.384  -2.414  -0.071
S  3.552  -0.444  0.150  -0.014
C  -1.130  -0.995  -4.370  -0.046
C  -4.585  0.604  -1.071  -0.597
H  -2.032  -1.267  3.114  0.049
C  -2.888  1.164  4.085  -0.024
S  4.660  -0.194  -1.577  -0.024
C  0.003  2.071  -0.873  -0.377
O  -3.788  0.522  1.915  -0.145
C  -3.691  0.118  3.333  -0.591
O  -1.529  1.589  1.191  -0.373
C  -5.779  1.352  -0.503  -0.018
H  -0.235  5.286  -3.008  0.105
Tc  -0.018  0.295  0.287  0.866
H  -2.914  0.935  5.151  0.097
H  -5.194  -0.176  4.839  0.092
C  -3.072  -1.265  3.436  -0.024
H  -5.585  1.094  3.667  0.090
N  -0.702  -0.260  -1.744  -0.022
C  -4.710  -0.896  -0.854  -0.022
C  -1.065  -1.512  -2.047  -0.164
H  -1.272  -1.287  -5.402  0.116
H  -1.850  1.176  3.760  0.048
H  -3.625  -1.981  2.827  0.095
H  -3.110  -1.589  4.477  0.099
H  -3.522  0.368  -2.933  0.071
C  -5.140  0.106  3.787  -0.028
H  -5.264  0.633  -3.115  0.094
H  0.318  5.425  -0.600  0.108

Record 3
Formula: C24H26N4O4
Source: the OMol25 dataset
Level of theory: the ωB97M-V functional and the def2-TZVPD basis

Largest force on an atom = 0.86 eV Å⁻¹
Energy relative to the best compared isomer or geometry (same formula, charge and spin) = 223.6 kJ/mol
LUMO level = 0.703 eV
Calculated total energy = -39460.040 eV
Net charge = 0
Molar mass = 434.496 g/mol
SMILES string = [H]/N=c1\c2c(ncn1CCN1CCOCC1)Oc1cc(O)ccc1[C@H]2c1ccc(OC)cc1

Each line ends with the Löwdin charge.
CARTESIAN COORDINATES (ANGSTROEM)
H  4.435  3.763  -2.077  0.123
C  -0.106  -1.637  1.560  -0.170
H  0.303  1.694  -2.094  0.104
N  0.620  1.703  -0.074  -0.007
H  -0.340  -4.058  2.728  0.122
H  3.809  5.098  -4.038  0.126
C  -1.424  -2.020  0.917  -0.212
C  0.399  0.321  0.008  -0.312
H  2.649  1.095  -1.821  0.123
C  0.200  0.710  2.390  -0.255
H  -0.646  -3.705  -0.158  0.117
H  2.824  1.330  -4.273  0.134
C  -3.788  -1.622  0.628  -0.004
H  -6.979  -2.939  -1.183  0.092
C  -3.880  -2.717  -0.224  -0.275
H  1.217  2.073  -4.076  0.121
C  -1.524  -3.115  0.067  -0.040
H  4.732  2.330  -3.101  0.132
C  2.565  3.211  -5.305  -0.197
C  -0.404  -3.586  4.805  -0.006
C  4.124  3.245  -2.986  -0.174
C  -0.166  -1.957  3.036  -0.112
N  0.422  -0.328  -1.091  0.164
O  -0.473  -2.906  7.068  0.060
H  5.419  4.368  -4.316  0.125
C  0.174  -0.170  1.354  -0.036
O  3.930  3.546  -5.386  -0.133
H  0.790  3.524  0.891  0.139
C  2.285  2.281  -4.124  -0.163
H  0.593  3.316  -1.388  0.129
H  2.313  2.723  -6.248  0.126
O  0.020  0.375  3.686  0.100
C  -0.304  -3.270  3.466  -0.007
H  2.955  2.572  -0.874  0.122
N  2.706  2.935  -2.894  -0.177
H  1.964  4.125  -5.191  0.127
C  0.891  2.267  -1.376  -0.138
H  -0.511  -4.606  5.134  0.116
C  -2.732  -3.462  -0.497  0.005
C  -0.128  -0.951  3.994  -0.180
H  -2.512  -0.434  1.851  0.127
N  0.419  2.048  2.229  0.158
H  -2.816  -4.309  -1.160  0.118
H  -6.133  -1.391  -0.939  0.095
C  -0.228  -1.253  5.347  0.067
C  -0.369  -2.570  5.757  -0.316
C  0.617  2.464  1.030  -0.130
H  -0.193  -0.442  6.060  0.129
C  2.385  2.159  -1.712  -0.178
H  -0.433  -2.112  7.614  0.109
O  -5.022  -3.141  -0.834  -0.085
C  4.356  4.155  -4.192  -0.201
C  -6.212  -2.429  -0.601  -0.092
H  0.695  -2.230  1.095  0.155
C  -2.568  -1.286  1.189  -0.004
H  -6.491  -2.447  0.458  0.095
H  -4.654  -1.025  0.864  0.103
H  0.223  -1.315  -0.995  0.039

Record 4
Formula: CHN2O3P
Source: the OMol25 dataset
Level of theory: the ωB97M-V functional and the def2-TZVPD basis

Multiplicity = 3
Largest force on an atom = 6.21 eV Å⁻¹
Energy relative to the best compared isomer or geometry (same formula, charge and spin) = 92.1 kJ/mol
LUMO level (alpha / beta) = 7.748 / 6.064 eV
Calculated total energy = -19460.486 eV
Net charge = -2
Molar mass = 120.004 g/mol
⟨S²⟩ = 2.01

Each line ends with the Löwdin charge.
CARTESIAN COORDINATES (ANGSTROEM)
H  0.524  -1.176  1.296  0.157
O  -1.257  1.407  0.703  -0.419
C  0.652  -0.360  0.277  -0.517
O  -1.859  -0.915  -0.110  -0.514
N  1.834  0.384  0.428  -0.128
N  1.730  -0.394  -0.578  -0.115
O  -0.665  0.738  -1.728  -0.476
P  -0.960  0.316  -0.289  0.012

Record 5
Formula: C25H23N3O4S
Source: the OMol25 dataset
Level of theory: the ωB97M-V functional and the def2-TZVPD basis

Largest force on an atom = 0.80 eV Å⁻¹
Energy relative to the best compared isomer or geometry (same formula, charge and spin) = 14.7 kJ/mol
LUMO level = 0.507 eV
Calculated total energy = -49795.944 eV
Net charge = 0
Molar mass = 461.543 g/mol
SMILES string = O=C(C[C@H]1Sc2ccccc2NC1=O)O[C@H](C(=O)NCCc1ccccc1)c1cccnc1

Each line ends with the Löwdin charge.
CARTESIAN COORDINATES (ANGSTROEM)
H  1.537  -0.832  -1.918  0.120
H  3.067  3.615  1.321  0.116
C  -4.520  0.508  -0.170  -0.470
C  2.959  -3.770  -1.079  -0.147
N  -2.423  1.159  0.878  0.163
O  -2.562  -1.404  -1.660  0.151
H  -6.381  -0.149  -0.965  0.106
C  3.899  3.244  -0.612  -0.080
H  0.907  2.170  2.075  0.117
H  -6.565  -2.063  0.591  0.104
C  -0.377  -1.419  -0.024  -0.152
C  -2.050  0.858  -2.372  -0.069
H  -1.897  1.100  1.743  0.159
H  3.799  -4.419  -1.289  0.104
C  4.344  2.285  -1.507  -0.092
H  0.822  0.758  3.172  0.125
H  4.725  2.581  -2.474  0.100
H  -2.392  2.931  -1.896  0.117
H  -4.777  -2.468  2.252  0.106
O  -0.887  2.607  0.124  0.078
H  3.114  1.785  3.100  0.119
H  4.655  0.195  -1.847  0.097
C  -1.888  1.949  -0.079  -0.497
C  3.368  1.523  0.988  -0.247
C  1.700  -1.779  -1.425  -0.019
S  -4.398  1.889  -1.260  1.029
C  3.413  2.864  0.626  -0.039
H  -1.256  -2.059  0.117  0.162
C  3.816  0.569  0.083  -0.056
O  -0.427  -1.166  2.383  0.066
C  -5.616  -0.338  -0.230  -0.096
C  1.075  -3.460  0.146  -0.080
H  -1.089  1.186  -2.772  0.133
H  3.107  0.097  2.560  0.120
H  3.785  -0.478  0.352  0.110
C  -3.518  0.295  0.775  -0.250
C  -5.712  -1.404  0.644  -0.081
H  3.930  4.289  -0.880  0.103
N  2.121  -4.203  -0.151  0.070
O  -0.688  -0.379  -0.952  0.013
C  1.252  1.146  2.246  -0.152
C  2.793  -2.568  -1.748  -0.059
C  -0.018  -0.745  1.321  -0.453
H  -2.759  0.705  -3.187  0.124
C  -1.835  -0.451  -1.644  -0.477
H  3.498  -2.252  -2.501  0.101
C  0.809  -2.233  -0.461  -0.130
H  -2.831  -0.961  2.362  0.104
C  -2.586  1.960  -1.433  -0.447
C  -3.620  -0.785  1.645  -0.013
H  0.415  -3.850  0.910  0.127
C  2.785  1.109  2.310  -0.123
C  4.304  0.947  -1.156  -0.088
H  1.008  0.625  0.232  0.139
C  -4.711  -1.630  1.575  -0.068
N  0.772  0.318  1.164  0.100

Record 6
Formula: C4H11N2S
Source: the OMol25 dataset
Level of theory: the ωB97M-V functional and the def2-TZVPD basis

Largest force on an atom = 4.22 eV Å⁻¹
Energy relative to the best compared isomer or geometry (same formula, charge and spin) = 241.1 kJ/mol
LUMO level = 3.445 eV
Calculated total energy = -18140.600 eV
Net charge = -1
Molar mass = 119.213 g/mol
SMILES string = C[C@H](C[S-])NCN

Each line ends with the Löwdin charge.
CARTESIAN COORDINATES (ANGSTROEM)
S  -1.366  -0.169  -3.235  0.145
C  -0.468  -0.737  -0.715  -0.454
H  -1.404  -1.391  -0.932  0.107
N  -0.425  -0.303  0.756  -0.030
H  1.015  1.422  0.827  0.112
C  -0.727  0.479  -1.740  -0.832
H  0.791  -1.531  -2.179  0.028
C  0.182  0.920  1.365  -0.294
H  0.640  1.704  3.066  0.017
H  0.345  -2.546  -0.755  0.076
H  -1.174  -0.448  1.353  0.050
H  -1.592  1.165  -1.351  0.043
H  -0.599  1.667  1.380  0.090
H  0.118  1.167  -1.794  0.027
N  0.726  0.785  2.751  -0.006
C  0.733  -1.570  -1.113  -0.109
H  1.691  0.752  2.825  0.013
H  1.514  -1.365  -0.507  0.017